# 1
{
  "formula": "C44H52N4O4P4PdS",
  "method": "ωB97M-V/def2-TZVPD",
  "elements": ["Pd", "O", "S", "C", "C", "C", "C", "C", "C", "P", "C", "C", "C", "C", "C", "C", "C", "C", "C", "C", "C", "C", "C", "C", "C", "C", "C", "C", "P", "C", "C", "C", "C", "C", "C", "C", "C", "C", "C", "C", "C", "H", "H", "H", "H", "H", "H", "H", "H", "H", "H", "H", "H", "H", "H", "H", "H", "H", "H", "H", "H", "H", "H", "H", "H", "H", "H", "H", "H", "C", "N", "C", "P", "O", "O", "P", "O", "N", "C", "C", "N", "C", "C", "N", "C", "C", "H", "H", "H", "H", "H", "H", "H", "H", "H", "H", "H", "H", "H", "H", "H", "H", "H", "H", "H", "H", "H", "H", "H", "H"],
  "xyz": [[0.187, -0.026, -0.173], [3.431, -0.507, -1.368], [2.598, -0.140, -0.234], [3.121, 1.547, 0.244], [4.420, 1.797, 0.657], [4.817, 3.096, 0.933], [3.918, 4.141, 0.790], [2.625, 3.895, 0.363], [2.216, 2.592, 0.081], [0.551, 2.294, -0.615], [-0.529, 3.495, 0.204], [-0.679, 4.811, -0.230], [-1.531, 5.660, 0.455], [-2.230, 5.207, 1.563], [-2.079, 3.897, 1.995], [-1.237, 3.039, 1.313], [0.745, 2.846, -2.335], [-0.399, 3.218, -3.045], [-0.301, 3.584, -4.374], [0.934, 3.580, -5.006], [2.071, 3.200, -4.308], [1.982, 2.818, -2.980], [3.229, -0.944, 1.243], [4.523, -1.430, 1.278], [5.059, -1.855, 2.482], [4.299, -1.758, 3.638], [2.979, -1.339, 3.584], [2.412, -0.950, 2.369], [0.615, -0.567, 2.223], [0.305, 0.619, 3.555], [-0.935, 0.594, 4.197], [-1.183, 1.456, 5.248], [-0.215, 2.372, 5.634], [0.998, 2.435, 4.961], [1.259, 1.569, 3.914], [-0.155, -2.117, 2.825], [-0.092, -2.476, 4.171], [-0.562, -3.712, 4.580], [-1.124, -4.589, 3.664], [-1.221, -4.220, 2.332], [-0.741, -2.991, 1.915], [5.125, 0.986, 0.750], [5.831, 3.290, 1.246], [4.232, 5.154, 0.988], [1.935, 4.714, 0.225], [-0.145, 5.167, -1.098], [-1.654, 6.678, 0.118], [-2.902, 5.873, 2.083], [-2.628, 3.544, 2.856], [-1.132, 1.999, 1.613], [-1.353, 3.242, -2.538], [-1.187, 3.875, -4.919], [1.012, 3.877, -6.041], [3.033, 3.202, -4.797], [2.873, 2.520, -2.445], [5.089, -1.474, 0.360], [6.067, -2.237, 2.523], [4.729, -2.031, 4.589], [2.400, -1.311, 4.494], [-1.686, -0.120, 3.887], [-2.131, 1.415, 5.763], [-0.402, 3.033, 6.466], [1.741, 3.160, 5.251], [2.207, 1.609, 3.393], [0.325, -1.798, 4.898], [-0.470, -3.988, 5.620], [-1.491, -5.550, 3.989], [-1.664, -4.896, 1.615], [-0.813, -2.704, 0.877], [-3.879, -2.279, 0.525], [-4.002, -1.693, -0.799], [-5.243, -0.947, -0.965], [-2.660, -0.874, -1.375], [-2.093, 0.178, -0.494], [-1.625, -2.105, -1.543], [-0.093, -2.609, -1.751], [0.788, -2.265, -0.607], [0.353, -1.902, -3.212], [0.314, -0.452, -3.256], [1.629, -2.422, -3.693], [-0.301, -4.222, -1.889], [0.540, -5.118, -1.119], [-1.121, -4.840, -2.911], [-2.934, -0.355, -2.921], [-3.315, -1.309, -3.947], [-3.387, 1.001, -3.166], [-4.791, -2.832, 0.744], [-3.733, -1.519, 1.299], [-3.037, -2.967, 0.542], [-6.083, -1.611, -0.759], [-5.325, -0.606, -1.994], [-5.304, -0.082, -0.297], [-0.658, -0.094, -2.894], [0.431, -0.132, -4.295], [1.144, 0.001, -2.674], [1.640, -3.506, -3.590], [2.475, -2.002, -3.138], [1.732, -2.163, -4.747], [1.027, -4.540, -0.337], [1.299, -5.594, -1.744], [-0.079, -5.892, -0.661], [-1.736, -4.080, -3.384], [-1.775, -5.584, -2.452], [-0.517, -5.339, -3.673], [-3.050, -2.309, -3.613], [-2.773, -1.080, -4.869], [-4.388, -1.281, -4.155], [-3.107, 1.626, -2.321], [-4.471, 1.055, -3.301], [-2.913, 1.374, -4.075]],
  "max_force_ha_per_bohr": 0.0408,
  "total_charge": 2,
  "gap_ha": [0.21727, 0.21639],
  "total_energy_ev": -112084.9323
}



# 2
{
  "formula": "C44H52N4O4Ru",
  "method": "ωB97M-V/def2-TZVPD",
  "elements": ["Ru", "C", "C", "C", "C", "C", "C", "C", "N", "C", "C", "C", "C", "C", "C", "O", "C", "C", "C", "C", "C", "C", "C", "C", "C", "O", "C", "C", "C", "C", "C", "C", "H", "H", "H", "H", "H", "H", "H", "H", "H", "H", "H", "H", "H", "H", "H", "H", "H", "H", "H", "H", "H", "H", "H", "H", "H", "H", "H", "H", "H", "H", "H", "H", "H", "H", "H", "H", "H", "H", "H", "H", "C", "O", "C", "C", "C", "C", "C", "C", "N", "N", "C", "C", "C", "C", "O", "C", "N", "C", "C", "C", "C", "H", "H", "H", "H", "H", "H", "H", "H", "H", "H", "H", "H"],
  "xyz": [[-1.193, 0.793, -1.064], [-0.308, -6.606, 0.946], [0.332, -5.608, -0.021], [0.138, -6.142, -1.450], [1.834, -5.524, 0.292], [-0.280, -4.210, 0.092], [0.126, -3.226, -0.784], [-0.415, -1.943, -0.708], [-0.137, -0.851, -1.514], [0.832, -0.639, -2.465], [1.848, -1.518, -2.870], [2.737, -1.141, -3.841], [2.600, 0.137, -4.408], [1.630, 1.064, -4.051], [0.734, 0.660, -3.054], [-0.268, 1.442, -2.591], [1.623, 2.418, -4.790], [0.598, 3.438, -4.282], [3.011, 3.070, -4.653], [1.322, 2.151, -6.274], [3.839, -2.076, -4.340], [5.208, -1.390, -4.209], [3.574, -2.414, -5.817], [3.880, -3.383, -3.545], [-1.419, -1.650, 0.264], [-1.923, -0.389, 0.234], [-1.840, -2.624, 1.167], [-1.240, -3.880, 1.049], [-2.921, -2.451, 2.253], [-4.101, -3.374, 1.908], [-3.472, -1.028, 2.409], [-2.331, -2.853, 3.616], [0.140, -7.589, 0.791], [-1.384, -6.700, 0.778], [-0.137, -6.329, 1.990], [0.530, -7.160, -1.525], [0.660, -5.531, -2.191], [-0.922, -6.162, -1.713], [2.287, -6.517, 0.228], [1.996, -5.138, 1.301], [2.355, -4.868, -0.411], [0.847, -3.470, -1.544], [1.947, -2.481, -2.410], [3.304, 0.420, -5.181], [0.745, 3.669, -3.226], [-0.426, 3.097, -4.424], [0.729, 4.361, -4.852], [3.246, 3.255, -3.602], [3.021, 4.027, -5.181], [3.806, 2.453, -5.074], [0.345, 1.674, -6.389], [2.072, 1.500, -6.729], [1.310, 3.094, -6.828], [5.285, -0.497, -4.833], [5.997, -2.080, -4.519], [5.398, -1.097, -3.172], [3.610, -1.523, -6.447], [2.588, -2.872, -5.937], [4.327, -3.118, -6.182], [4.068, -3.201, -2.482], [4.690, -4.009, -3.924], [2.950, -3.950, -3.648], [-1.554, -4.649, 1.740], [-4.516, -3.118, 0.931], [-4.892, -3.266, 2.656], [-3.799, -4.424, 1.884], [-4.005, -0.695, 1.519], [-2.681, -0.309, 2.626], [-4.176, -1.027, 3.244], [-2.003, -3.893, 3.640], [-3.086, -2.727, 4.397], [-1.471, -2.222, 3.861], [-1.277, 2.058, 8.479], [-0.732, 3.373, 8.359], [-1.010, 4.077, 7.264], [-0.469, 5.369, 7.214], [-0.681, 6.166, 6.121], [-1.390, 5.670, 5.016], [-1.995, 4.403, 5.101], [-1.815, 3.612, 6.214], [-1.536, 6.515, 3.918], [-1.709, 6.105, 2.751], [-1.150, 5.025, 2.157], [0.148, 4.535, 2.495], [0.679, 3.451, 1.879], [-0.052, 2.726, 0.874], [0.415, 1.709, 0.335], [-1.377, 3.258, 0.491], [-2.093, 2.558, -0.428], [-3.281, 3.006, -0.806], [-3.823, 4.192, -0.313], [-3.126, 4.899, 0.628], [-1.878, 4.421, 1.068], [-0.893, 1.662, 9.412], [-0.954, 1.423, 7.653], [-2.367, 2.090, 8.521], [0.109, 5.715, 8.061], [-0.273, 7.169, 6.076], [-2.650, 4.068, 4.307], [-2.312, 2.655, 6.276], [0.720, 5.067, 3.245], [1.669, 3.091, 2.126], [-3.816, 2.404, -1.526], [-4.785, 4.530, -0.671], [-3.513, 5.821, 1.043]],
  "max_force_ha_per_bohr": 0.0116,
  "total_charge": 1,
  "spin_multiplicity": 6,
  "gap_ha": [0.21216, 0.20635],
  "total_energy_ev": -63197.1377
}